1.
{"formula": "C11H11OP", "method": "ωB97M-V/def2-TZVPD", "symbols": ["P", "O", "C", "C", "C", "C", "C", "C", "C", "C", "C", "C", "C", "H", "H", "H", "H", "H", "H", "H", "H", "H", "H", "H"], "positions_angstrom": [[-0.505, -1.388, -0.678], [-0.310, -2.838, -0.733], [1.556, 0.671, -1.108], [1.850, -0.785, 0.749], [-1.811, -0.556, 0.686], [-3.761, 0.418, -0.157], [-3.215, -0.752, 0.166], [3.642, 0.637, 0.193], [-1.688, 0.942, 0.807], [1.107, -0.436, -0.369], [2.937, 0.996, -0.928], [3.129, -0.402, 0.965], [-2.785, 1.498, 0.279], [3.337, 1.662, -1.678], [1.022, 1.144, -1.919], [-3.653, -1.727, 0.176], [1.556, -1.652, 1.263], [3.816, -0.891, 1.706], [-2.936, 2.567, 0.223], [-0.818, 1.410, 1.093], [-1.703, -1.266, 1.563], [-4.627, 0.597, -0.725], [4.643, 0.937, 0.312], [-0.785, -0.786, -1.885]], "homo_ev": -9.02, "energy_ev": -22919.8570, "spin_multiplicity": 1, "max_force_ev_per_a": 3.56}


2.
{"formula": "C11H12BCl3NO3", "method": "ωB97M-V/def2-TZVPD", "symbols": ["Cl", "Cl", "Cl", "O", "O", "O", "N", "C", "C", "C", "C", "C", "C", "C", "C", "C", "C", "C", "B", "H", "H", "H", "H", "H", "H", "H", "H", "H", "H", "H", "H"], "positions_angstrom": [[4.165, -2.637, -0.922], [3.544, 0.236, -0.032], [2.855, -0.627, -2.910], [1.654, -1.629, -0.665], [1.415, 2.891, -1.228], [0.720, -0.583, 1.120], [0.492, 1.349, 0.153], [-1.800, -0.462, -0.715], [0.691, -0.759, -0.320], [-0.707, -1.312, -0.604], [-3.075, -1.015, -0.884], [-2.101, -3.240, -0.910], [0.632, 0.734, 1.299], [-3.219, -2.406, -1.001], [0.803, 1.176, 2.679], [0.732, 2.672, -0.234], [-0.850, -2.700, -0.612], [0.039, 3.727, 0.571], [2.962, -1.211, -1.124], [0.331, 0.433, 3.325], [0.018, -3.323, -0.407], [-4.208, -2.838, -1.158], [-1.053, 3.626, 0.475], [0.343, 4.705, 0.181], [0.316, 3.652, 1.629], [-1.628, 0.612, -0.651], [0.360, 2.155, 2.861], [-3.943, -0.356, -0.937], [1.878, 1.205, 2.901], [-2.192, -4.316, -1.063], [0.825, 0.240, -0.816]], "homo_ev": -5.16, "energy_ev": -57483.0522, "spin_multiplicity": 1, "charge": -1, "max_force_ev_per_a": 5.44}


3.
{"formula": "C11H12BClF4MoNO5", "method": "ωB97M-V/def2-TZVPD", "symbols": ["Mo", "Cl", "F", "F", "F", "F", "O", "O", "O", "O", "O", "N", "C", "C", "C", "C", "C", "C", "C", "C", "C", "C", "C", "B", "H", "H", "H", "H", "H", "H", "H", "H", "H", "H", "H", "H"], "positions_angstrom": [[-1.689, -0.632, 0.371], [1.838, 3.310, -4.214], [-4.275, 0.445, 0.245], [-1.847, 1.246, 0.390], [-4.211, 2.264, -1.123], [-4.718, 2.502, 1.100], [2.911, -0.555, 0.065], [-2.961, -1.971, 0.072], [-4.504, -3.419, 0.834], [-0.252, -2.195, 0.200], [0.319, -0.213, 0.763], [-2.240, -1.162, 2.357], [-2.927, -2.479, 2.399], [2.138, -1.702, 0.139], [3.557, 2.068, 0.552], [2.140, 2.143, -2.971], [2.057, -0.107, -2.173], [0.698, -1.366, 0.389], [2.968, 1.644, -0.760], [1.805, 0.819, -3.179], [2.629, 0.309, -0.981], [-3.592, -2.706, 1.044], [2.721, 2.552, -1.778], [-4.403, 1.772, 0.067], [2.189, -2.335, -0.754], [1.366, 0.508, -4.115], [3.727, 3.141, 0.568], [-2.191, -3.272, 2.539], [2.881, 1.807, 1.368], [2.977, 3.593, -1.641], [1.829, -1.148, -2.362], [2.508, -2.304, 0.974], [-3.656, -2.521, 3.205], [4.502, 1.559, 0.742], [-2.869, -0.437, 2.703], [-1.424, -1.158, 2.967]], "homo_ev": [-11.25, -11.25], "energy_ev": -49253.6706, "spin_multiplicity": 3, "charge": 1, "max_force_ev_per_a": 0.81}


4.
{"formula": "C11H12BiBrCl", "method": "ωB97M-V/def2-TZVPD", "symbols": ["Bi", "Br", "Cl", "C", "C", "C", "C", "C", "C", "C", "C", "C", "C", "C", "H", "H", "H", "H", "H", "H", "H", "H", "H", "H", "H", "H"], "positions_angstrom": [[2.041, 0.159, 1.287], [2.035, 2.276, 2.992], [2.940, -2.573, 1.637], [-2.493, -0.937, 0.551], [-2.634, 0.035, -0.482], [0.635, -0.363, -2.297], [1.808, -0.722, -1.625], [-2.198, 1.162, 1.477], [1.516, 1.589, -1.446], [2.413, 0.501, -1.127], [1.252, -2.043, 1.651], [-2.212, -0.237, 1.766], [0.467, 1.048, -2.217], [-2.502, 1.337, 0.098], [-1.895, 1.928, 2.166], [0.687, -2.528, 0.838], [0.763, -2.137, 2.625], [-0.337, 1.609, -2.679], [2.266, -1.724, -1.565], [-0.007, -1.038, -2.876], [-2.817, -0.169, -1.520], [-2.485, 2.276, -0.435], [3.422, 0.601, -0.685], [-1.906, -0.689, 2.697], [-2.477, -2.006, 0.425], [1.719, 2.645, -1.258]], "homo_ev": [-2.88, -2.88], "energy_ev": -100003.7410, "spin_multiplicity": 1, "charge": -1, "max_force_ev_per_a": 1.43}


Question: Which formula does entry 2 have?
Answer: C11H12BCl3NO3


Copy entry 1 word for word.
{"formula": "C11H11OP", "method": "ωB97M-V/def2-TZVPD", "symbols": ["P", "O", "C", "C", "C", "C", "C", "C", "C", "C", "C", "C", "C", "H", "H", "H", "H", "H", "H", "H", "H", "H", "H", "H"], "positions_angstrom": [[-0.505, -1.388, -0.678], [-0.310, -2.838, -0.733], [1.556, 0.671, -1.108], [1.850, -0.785, 0.749], [-1.811, -0.556, 0.686], [-3.761, 0.418, -0.157], [-3.215, -0.752, 0.166], [3.642, 0.637, 0.193], [-1.688, 0.942, 0.807], [1.107, -0.436, -0.369], [2.937, 0.996, -0.928], [3.129, -0.402, 0.965], [-2.785, 1.498, 0.279], [3.337, 1.662, -1.678], [1.022, 1.144, -1.919], [-3.653, -1.727, 0.176], [1.556, -1.652, 1.263], [3.816, -0.891, 1.706], [-2.936, 2.567, 0.223], [-0.818, 1.410, 1.093], [-1.703, -1.266, 1.563], [-4.627, 0.597, -0.725], [4.643, 0.937, 0.312], [-0.785, -0.786, -1.885]], "homo_ev": -9.02, "energy_ev": -22919.8570, "spin_multiplicity": 1, "max_force_ev_per_a": 3.56}